88
Properties=species:S:1:pos:R:3:forces:R:3:lowdin_charge:R:1 method="wB97M-V/def2-TZVPD" homo_energy_ev="-7.812 / -7.906" multiplicity=2 energy_ev=-42539.680 gap_ev="8.391 / 8.415" lumo_energy_ha="0.0213 / 0.0187"
O -4.9379 5.9264 4.4347 -0.10 -0.20 0.08 -0.191
O 5.4950 -2.6776 -4.0501 0.06 0.29 0.15 -0.199
O 3.1110 -0.7346 1.0421 0.14 0.33 -0.17 -0.013
O -3.6050 0.7355 1.4685 0.63 2.09 -0.48 0.129
O -5.3639 -0.6196 1.1983 0.13 -0.55 -0.96 -0.007
N 6.3963 -2.2297 -6.7418 -0.24 0.01 0.05 0.038
N 2.1807 -0.2309 0.3136 -0.75 -1.66 1.08 -0.124
N -3.1415 5.3142 2.2758 0.11 0.08 0.21 0.039
C 7.7692 -0.8091 -5.3214 0.10 0.19 -0.03 -0.072
C 6.3501 -1.1178 -5.7875 0.23 -0.23 0.18 -0.433
C -5.8866 0.0020 -0.0056 -0.51 -0.18 -0.08 -0.188
C -6.3039 5.6403 4.1972 0.04 0.27 -0.07 -0.109
C -4.6912 3.4433 2.4189 -0.09 0.01 -0.07 -0.077
C 3.0747 -1.7816 -1.3295 -0.29 0.15 0.16 -0.044
C -3.2442 -1.5632 1.8456 -1.17 -0.73 0.60 -0.077
C -4.9204 0.0599 -1.1847 -0.23 0.74 0.34 -0.063
C 1.7263 -3.3432 3.1236 -0.14 -0.37 -0.35 -0.009
C 1.2932 -3.0663 1.8700 -0.08 0.07 0.42 -0.156
C -4.0725 -0.3467 1.4685 0.44 -1.87 0.73 -0.519
C 1.5847 0.0261 -2.0552 -0.01 -0.53 1.11 -0.011
C 6.5197 -2.7844 -3.0764 -0.04 -0.31 -0.05 -0.106
C -0.1651 -2.6640 1.6319 0.94 -1.49 -0.66 -0.114
C -4.0932 4.7917 4.5146 0.34 0.01 0.08 -0.209
C 1.8169 -0.9910 -0.8973 1.42 -0.31 -1.60 -0.458
C 0.9877 1.8846 0.6863 0.68 -0.39 -0.43 -0.012
C 1.0529 0.3510 1.0562 -1.28 2.05 0.72 -0.434
C -0.3763 -1.7751 0.3841 -0.50 0.95 -0.72 -0.355
C 5.3706 -1.3917 -4.6344 -0.26 0.03 -0.19 -0.216
C 1.2344 0.3222 2.5883 0.28 0.37 -0.63 -0.026
C -1.7875 -2.0002 -0.2774 0.09 -1.06 0.74 -0.132
C -3.6244 4.2449 3.1561 -0.38 0.13 -0.12 -0.425
C -2.9213 -2.4732 0.6564 -0.06 0.59 -0.77 -0.170
C 0.6577 -2.0102 -0.7602 -0.31 0.43 0.15 -0.069
C -0.3406 -0.2408 0.7071 1.12 -0.99 -0.67 -0.072
H 0.3978 0.8987 2.9886 -0.09 -0.25 0.08 0.088
H 3.9432 -1.1231 -1.3362 0.03 -0.08 -0.10 0.085
H 1.4868 -0.5331 -2.9849 -0.28 0.16 -0.02 0.084
H 5.4264 -0.6089 -3.8667 0.13 -0.03 0.04 0.116
H 8.3478 -0.3784 -6.1392 -0.03 -0.05 -0.02 0.076
H 7.4688 -3.0595 -3.5421 0.09 0.12 0.09 0.074
H -2.7479 -3.5061 0.9511 0.09 0.10 0.32 0.103
H 6.5747 -3.0795 -6.2114 0.10 0.03 -0.04 0.069
H 1.2580 -0.6799 3.0051 0.17 0.07 0.07 0.057
H -2.1042 -1.1124 -0.8290 0.18 0.08 0.08 0.107
H -6.5104 5.5901 3.1258 -0.10 -0.15 0.02 0.074
H -5.4918 0.3229 -2.0774 -0.03 -0.02 0.06 0.084
H -6.8914 6.4613 4.6095 0.06 0.00 0.04 0.086
H 1.0704 2.5195 1.5673 -0.31 0.00 -0.02 0.075
H 2.9060 -2.1883 -2.3293 0.06 0.02 0.04 0.090
H -4.4212 -0.8857 -1.3877 0.03 -0.02 0.17 0.069
H 2.1248 0.9027 2.8325 0.16 -0.40 0.21 0.088
H 0.1069 -1.9709 -1.7050 0.07 0.11 0.02 0.116
H 1.8599 2.1194 0.0697 -0.03 0.05 0.04 0.081
H 3.2748 -2.6053 -0.6477 0.10 0.03 0.02 0.072
H -2.7892 3.5654 3.3541 0.02 0.05 0.06 0.135
H 0.7013 0.6200 -1.8205 0.06 0.21 -0.46 0.073
H -2.3647 5.7894 2.7284 0.06 -0.07 -0.09 0.070
H 1.2110 -4.1462 3.6514 -0.89 1.32 1.11 0.057
H 2.5700 -2.8172 3.5604 1.05 -1.34 -0.47 0.059
H 7.7660 -0.0895 -4.4997 0.00 -0.03 0.01 0.078
H -1.0289 0.0406 1.5011 -0.06 0.00 -0.09 0.109
H -4.2411 2.8778 1.6102 0.03 0.04 0.01 0.049
H 4.3558 -1.3547 -5.0421 0.00 -0.09 0.01 0.119
H -5.1827 2.7328 3.0880 0.01 0.00 -0.02 0.083
H 2.0118 -3.1898 1.0653 0.17 1.79 -0.08 0.083
H 6.2478 -3.5860 -2.3892 -0.09 0.02 -0.03 0.088
H -6.7267 -0.6246 -0.3075 -0.04 -0.05 0.35 0.118
H -3.8306 -2.5156 0.0449 0.02 -0.11 0.06 0.106
H -6.2890 0.9785 0.2697 0.20 0.09 -0.20 0.120
H -1.6597 -2.7955 -1.0219 -0.14 0.04 0.02 0.117
H -2.3941 -1.2578 2.4460 0.11 0.12 -0.23 0.102
H -6.6157 4.7111 4.6824 0.03 -0.05 -0.05 0.090
H 2.4857 0.6384 -2.1113 -0.22 0.24 -0.10 0.089
H -3.8918 -2.1461 2.5152 0.10 0.02 -0.01 0.131
H 0.1152 2.1383 0.0831 -0.10 0.08 0.28 0.077
H -3.8683 6.0250 2.2330 -0.01 -0.07 -0.09 0.067
H 6.6379 -1.8621 -2.5010 0.01 0.04 -0.06 0.091
H 8.3003 -1.7018 -4.9916 -0.07 -0.03 0.01 0.064
H -4.2114 0.8680 -1.0086 0.29 -0.23 -0.19 0.077
H 5.9831 -0.2328 -6.3165 -0.09 -0.03 0.02 0.134
H -5.4575 4.0818 1.9753 0.02 0.11 0.12 0.066
H 5.4661 -2.3750 -7.1257 0.06 0.06 -0.10 0.071
H -3.2091 5.1284 5.0640 -0.04 0.08 -0.01 0.120
H -0.7311 -3.6039 1.5777 -0.42 0.30 -0.07 0.122
H -4.5603 4.0058 5.1221 -0.09 -0.03 -0.09 0.118
H -0.6799 0.2329 -0.2166 -0.12 0.09 0.14 0.101
H -0.4385 -2.1004 2.5154 -0.34 -0.20 0.07 0.099
H 1.0937 -3.0099 -0.7448 -0.21 -0.07 0.26 0.114